[1]
This record from the Open Molecules 2025 dataset describes a structure of composition C29H75N6O13V at a distorted geometry. The level of theory is ωB97M-V/def2-TZVPD.

Structure (ORCA input):
```
! RIJCOSX wB97M-V def2-TZVPD def2/J DEFGRID3
* xyz 0 1
O -0.0907 0.4944 0.0800
V -1.6529 0.4832 -0.2363
O -2.3764 -0.2338 1.0094
O -3.0816 1.1870 -3.8383
C -2.6812 0.9550 -2.5947
O -1.7838 1.6798 -2.0886
O -3.2157 0.0497 -1.8935
H -3.7398 0.5036 -4.0281
C -0.2840 -1.4883 -2.6576
O -0.8583 -1.5049 -1.3767
C -1.0534 -2.7990 -0.7781
C -2.3317 -3.4694 -1.2037
N -2.1907 -4.3053 -2.3810
C -3.3924 -5.0686 -2.6701
C -3.2212 -5.8882 -3.9208
O -3.1393 -5.0076 -5.0180
C -3.4861 -5.6148 -6.2347
H 0.6008 -2.1319 -2.7088
H 0.0361 -0.4670 -2.8699
H -0.9959 -1.8012 -3.4321
H -1.1101 -2.5806 0.2886
H -0.1842 -3.4256 -0.9862
H -3.1341 -2.7210 -1.3165
H -2.6454 -4.0875 -0.3524
H -1.9639 -3.7325 -3.1852
H -4.2651 -4.3943 -2.7948
H -3.6542 -5.6810 -1.8035
H -4.0539 -6.5904 -4.0438
H -2.2876 -6.4626 -3.8387
H -3.3752 -4.8815 -7.0308
H -4.5150 -5.9984 -6.2348
H -2.8301 -6.4666 -6.4772
C 2.9867 -0.7186 -0.0386
O 4.1966 -0.2413 -0.5908
C 5.2994 -0.6047 0.1911
C 6.5492 -0.0855 -0.4883
N 7.7406 -0.4921 0.2703
C 8.9691 -0.0772 -0.4264
C 10.1913 -0.6108 0.2613
O 10.3681 0.1038 1.4744
C 11.4190 -0.4021 2.2329
H 2.1577 -0.2948 -0.5981
H 2.9006 -0.3631 0.9958
H 2.9253 -1.8135 -0.0759
H 5.3513 -1.6946 0.3288
H 5.1952 -0.1530 1.1941
H 6.4496 1.0100 -0.5517
H 6.6026 -0.4722 -1.5064
H 7.7277 0.0841 1.1099
H 9.0564 1.0189 -0.5000
H 8.9589 -0.4330 -1.4617
H 11.0873 -0.4727 -0.3654
H 10.0960 -1.6884 0.4509
H 12.3640 -0.4066 1.6681
H 11.2264 -1.4322 2.5676
H 11.5433 0.2276 3.1120
C -3.2354 2.3038 2.7884
C -3.4155 2.5899 1.3204
C -3.9598 3.9812 1.0967
O -4.0407 4.2038 -0.2890
C -4.3808 5.5366 -0.5966
N -2.0897 2.4646 0.6301
H -2.7451 1.3406 2.9278
H -4.1887 2.2555 3.3197
H -2.6547 3.1014 3.2624
H -4.0796 1.8737 0.8300
H -3.2549 4.7080 1.5466
H -4.9278 4.1143 1.5965
H -4.4850 5.6220 -1.6742
H -3.5865 6.2276 -0.2791
H -5.3128 5.8260 -0.0994
H -1.4205 3.0432 1.1380
H -2.2223 3.0160 -0.2305
C 1.7548 5.5985 -4.7470
C 1.0745 4.2509 -4.6144
C 0.6581 3.9579 -3.1724
O 1.7670 3.6273 -2.3560
C 1.9258 2.2411 -2.2036
N -0.0630 4.1660 -5.5509
H 2.1506 5.7400 -5.7549
H 2.5909 5.7073 -4.0553
H 1.0326 6.4022 -4.5763
H 1.7262 3.4317 -4.9353
H -0.0869 3.1546 -3.1559
H 0.1801 4.8519 -2.7484
H 2.8115 2.0603 -1.5967
H 2.1255 1.7415 -3.1706
H 1.0354 1.7764 -1.7719
H -0.3070 3.1950 -5.6968
H -0.8934 4.6411 -5.2165
C 0.5421 -0.2428 2.8888
C 0.9522 -0.6537 4.2878
C 2.4426 -0.8002 4.4573
O 2.8657 -1.8776 3.6606
C 4.2644 -2.0180 3.6513
N 0.3907 0.2747 5.2824
H 1.0642 0.6730 2.5908
H -0.5284 -0.0664 2.7950
H 0.8242 -1.0024 2.1596
H 0.5428 -1.6671 4.4547
H 2.6706 -0.9728 5.5238
H 2.9655 0.1251 4.1593
H 4.7444 -1.1186 3.2418
H 4.4922 -2.8668 3.0104
H 4.6566 -2.2039 4.6584
H -0.6064 0.1123 5.3635
H 0.7627 0.0750 6.2067
C -6.3795 -1.5298 4.9981
C -5.7036 -0.3395 4.3117
C -5.9170 -0.3965 2.8183
O -5.2106 -1.4899 2.3064
C -5.3118 -1.6006 0.9014
N -6.2080 0.9581 4.7769
H -7.4103 -1.6335 4.6461
H -6.3907 -1.4005 6.0810
H -5.8682 -2.4642 4.7592
H -4.6258 -0.3813 4.4876
H -5.5736 0.5305 2.3429
H -7.0032 -0.4799 2.6231
H -6.2026 -2.1911 0.6420
H -4.4230 -2.0561 0.4771
H -5.4442 -0.6307 0.4065
H -7.2172 0.9838 4.6558
H -6.0453 1.0607 5.7723
*
```

Output
ΔE to the lowest compared entry with this formula, charge and spin (eV): 0.000
HOMO (Eh): -0.3147
Calculated total energy (Ha): -3400.549813
Maximum force (Eh/bohr): 0.0288
Frontier orbital gap (eV): 8.67

Atomic partial charges in e from the Mulliken method, atoms 1 to 2: number 1, O, carries -0.31; number 2, V, carries 0.93


[2]
This record from the Open Molecules 2025 dataset describes a structure of composition C29H76NbO24S7 at a distorted geometry. The level of theory is ωB97M-V/def2-TZVPD.

Structure (ORCA input):
```
! RIJCOSX wB97M-V def2-TZVPD def2/J DEFGRID3
* xyz -1 1
C 1.6975 -0.3937 -2.4000
O 2.9578 -0.4392 -3.0824
C 2.9020 0.4284 -4.2295
C 3.7468 1.6957 -3.9591
C 3.0827 3.0115 -4.3761
C 1.9072 3.4733 -3.4556
Nb -0.0720 3.6859 -4.6080
C -1.1755 2.2431 -3.2212
C -1.8289 1.1476 -4.1042
O -1.2116 -0.1322 -3.8422
C -0.8682 -0.7811 -4.9612
O -0.6257 -1.9513 -4.9505
H 0.9982 -1.0500 -2.9179
H 1.3523 0.6412 -2.3935
H 1.8250 -0.6899 -1.3572
H 3.3840 -0.1394 -5.0311
H 1.8759 0.6468 -4.5258
H 4.6619 1.6017 -4.5573
H 4.0612 1.6721 -2.9157
H 3.8514 3.7925 -4.3206
H 2.7849 2.9867 -5.4269
H 1.8151 2.8726 -2.5436
H 2.1228 4.4948 -3.1306
H 0.4514 2.3120 -5.7070
H -1.6531 3.8641 -5.5135
H -0.6556 5.0630 -3.5248
H 0.6662 4.9711 -5.6781
H -0.5124 1.8374 -2.4545
H -1.9813 2.7455 -2.6732
H -2.8918 1.0815 -3.8633
H -1.7688 1.4222 -5.1591
H -0.7325 -0.2156 -5.8899
O 2.8448 5.3922 -0.8887
S 1.8916 5.2976 0.1749
O 0.4832 5.3678 -0.0711
O 2.2780 6.3849 1.2948
C 2.4408 7.7422 0.8639
C 1.1107 8.4366 0.6384
C 2.2289 3.8546 1.1264
H 3.0632 7.7785 -0.0327
H 2.9895 8.2426 1.6615
H 0.5837 8.0101 -0.2147
H 1.2663 9.4993 0.4461
H 0.4670 8.3235 1.5113
H 3.2901 3.8222 1.3594
H 1.9472 2.9973 0.5187
H 1.6272 3.8861 2.0303
O -2.2277 1.3994 2.5641
S -1.8488 2.7603 2.8084
O -0.4693 3.1479 2.8015
O -2.5090 3.2369 4.1874
C -2.2884 2.4007 5.3359
C -0.8952 2.5809 5.9108
C -2.7425 3.8302 1.7313
H -2.4831 1.3587 5.0807
H -3.0324 2.6941 6.0735
H -0.1336 2.2066 5.2266
H -0.8031 2.0380 6.8524
H -0.6847 3.6364 6.0862
H -3.7958 3.5667 1.7732
H -2.3497 3.6792 0.7271
H -2.5799 4.8575 2.0460
O -4.8663 0.4246 6.0034
S -5.1586 -0.6865 6.8607
O -4.1149 -1.3201 7.6083
O -5.9530 -1.7889 6.0218
C -5.4103 -2.2020 4.7495
C -4.2228 -3.1335 4.8770
C -6.4732 -0.2641 7.9584
H -5.1516 -1.3235 4.1553
H -6.2289 -2.7073 4.2392
H -3.3614 -2.6153 5.2950
H -3.9392 -3.5186 3.8985
H -4.4495 -3.9723 5.5359
H -7.2828 0.1758 7.3827
H -6.0799 0.4558 8.6725
H -6.8008 -1.1636 8.4725
O 1.0276 -3.2761 5.0146
S 0.2286 -3.2042 3.8257
O -1.1345 -3.6461 3.8290
O 1.0076 -3.9303 2.6335
C 1.4786 -5.2735 2.8501
C 0.3604 -6.2935 2.7445
C 0.2931 -1.5687 3.1684
H 1.9900 -5.3451 3.8119
H 2.2208 -5.4625 2.0763
H -0.3499 -6.1888 3.5648
H 0.7686 -7.3042 2.7748
H -0.1928 -6.1603 1.8148
H 1.3308 -1.2511 3.1206
H -0.2705 -0.9260 3.8412
H -0.1624 -1.5692 2.1816
O 6.4329 -4.6654 3.2406
S 5.9730 -4.2540 1.9460
O 4.8906 -4.9289 1.2951
O 7.2226 -4.1899 0.9482
C 8.0529 -5.3573 0.8369
C 7.4202 -6.4308 -0.0286
C 5.6273 -2.5256 1.9721
H 8.2972 -5.7389 1.8304
H 8.9818 -5.0157 0.3826
H 6.5360 -6.8524 0.4484
H 8.1301 -7.2397 -0.2055
H 7.1075 -6.0165 -0.9869
H 6.4694 -2.0064 2.4209
H 4.7304 -2.3856 2.5717
H 5.4557 -2.1884 0.9531
O -6.6077 4.3252 -5.1731
S -5.8702 3.7845 -4.0677
O -5.0398 2.6298 -4.2186
O -6.8910 3.5260 -2.8532
C -8.0575 2.7374 -3.1232
C -7.7473 1.2530 -3.1795
C -4.9351 5.0714 -3.3086
H -8.5352 3.0785 -4.0442
H -8.7477 2.9400 -2.3047
H -7.1302 1.0118 -4.0442
H -8.6707 0.6758 -3.2480
H -7.1989 0.9420 -2.2904
H -5.5861 5.9259 -3.1436
H -4.1220 5.3374 -3.9831
H -4.5291 4.7032 -2.3702
O 3.2430 -6.6979 -1.5565
S 2.9730 -6.6629 -2.9650
O 4.0444 -6.6339 -3.9158
O 1.9540 -5.4768 -3.2719
C 2.2791 -4.1498 -2.7943
C 3.3142 -3.4536 -3.6519
C 1.8826 -7.9865 -3.3803
H 2.5956 -4.1995 -1.7503
H 1.3438 -3.5932 -2.8240
H 4.2870 -3.9423 -3.5706
H 3.4263 -2.4125 -3.3417
H 3.0223 -3.4814 -4.7026
H 1.0470 -7.9823 -2.6861
H 2.4469 -8.9120 -3.2907
H 1.5427 -7.8499 -4.4034
*
```

Output
HOMO (Eh): -0.1756
Calculated total energy (Ha): -5800.262941
Maximum force (Eh/bohr): 0.0486
Frontier orbital gap (eV): 6.25

Atomic partial charges in e from the Mulliken method, atoms 1 to 2: number 1, C, carries 0.22; number 2, O, carries -0.48


[3]
This record from the Open Molecules 2025 dataset describes a structure of composition C29H78AsF6O28S10 at a distorted geometry. The level of theory is ωB97M-V/def2-TZVPD.

Structure (ORCA input):
```
! RIJCOSX wB97M-V def2-TZVPD def2/J DEFGRID3
* xyz 0 2
As 0.5230 -0.7301 0.6030
F -0.7915 0.3481 -0.0704
F -0.6449 -1.2696 1.8358
F 1.8071 -1.8053 1.2395
F 1.7072 -0.2595 -0.6940
F 1.1001 0.5783 1.6499
F -0.0723 -2.0446 -0.4171
O 5.9010 -2.8830 -1.7244
S 5.8850 -4.3131 -1.5128
O 7.0884 -5.0311 -1.1737
O 4.7711 -4.5928 -0.3767
C 3.6234 -3.7523 -0.3530
C 2.3585 -4.6069 -0.6244
C 5.0115 -5.0893 -3.0540
H 3.6245 -2.9282 -1.0663
H 3.5083 -3.2662 0.6159
H 2.1681 -5.3307 0.1681
H 2.4167 -5.1471 -1.5693
H 1.4105 -4.0739 -0.6963
H 3.9398 -4.8932 -3.0213
H 5.2242 -6.1557 -3.1293
H 5.3696 -4.5980 -3.9587
O 3.7178 2.1068 4.6337
S 5.1661 1.9897 4.3733
O 6.1405 1.3237 5.2164
O 5.3534 1.2864 2.8996
C 4.4055 1.4926 1.8591
C 4.8272 0.5560 0.8060
C 5.7990 3.7550 4.0823
H 4.3542 2.5478 1.5906
H 3.4170 1.1519 2.1670
H 5.7990 0.8985 0.4505
H 4.0913 0.6477 0.0072
H 4.9202 -0.4879 1.1056
H 5.5154 4.2949 4.9857
H 5.3240 4.1626 3.1899
H 6.8671 3.6846 3.8768
O -0.8782 5.9799 -4.1505
S -0.4138 5.9810 -2.7102
O -0.9102 6.9221 -1.7119
O -0.6307 4.4478 -2.1002
C -0.3819 4.2403 -0.6929
C -1.5557 3.3552 -0.2836
C 1.4412 5.9699 -2.6858
H -0.3300 5.2025 -0.1835
H 0.5972 3.7618 -0.7185
H -2.5207 3.8421 -0.1436
H -1.3216 2.9781 0.7119
H -1.7287 2.5952 -1.0457
H 1.8365 5.1395 -3.2709
H 1.7369 5.9978 -1.6370
H 1.7819 6.8314 -3.2602
O -6.1386 -0.0520 0.6491
S -5.0596 0.9592 0.7343
O -4.7506 1.9397 -0.3078
O -5.1550 1.8744 2.1337
C -6.4690 1.8918 2.6788
C -7.3621 2.8081 1.8656
C -3.5612 -0.0647 1.1238
H -6.4558 2.2231 3.7171
H -6.8687 0.8778 2.6619
H -6.8806 3.7736 1.7103
H -8.3287 2.9544 2.3476
H -7.7102 2.3120 0.9596
H -2.8897 0.4937 1.7760
H -3.1760 -0.3160 0.1355
H -3.7768 -0.9953 1.6487
O -4.0988 1.2116 5.4558
S -4.7572 -0.1019 5.3452
O -6.0861 -0.2946 4.7490
O -3.7113 -1.1065 4.4679
C -4.1934 -2.3754 4.0193
C -3.0484 -3.2707 3.6747
C -4.6893 -0.9943 7.0002
H -4.6832 -2.2140 3.0589
H -4.8306 -2.9144 4.7204
H -3.3535 -4.0118 2.9360
H -2.5005 -3.7300 4.4974
H -2.4013 -2.6851 3.0217
H -5.1090 -0.3431 7.7669
H -3.6667 -1.1575 7.3403
H -5.2560 -1.9245 6.9593
O -1.7511 -4.5841 1.0897
S -2.7481 -4.8013 0.0760
O -3.2425 -6.1718 -0.1603
O -4.0027 -3.8075 0.4777
C -5.1956 -3.9949 -0.2604
C -6.3186 -3.4594 0.5956
C -2.1928 -4.0584 -1.5419
H -5.3688 -5.0002 -0.6443
H -5.0039 -3.3554 -1.1220
H -6.1030 -2.5216 1.1076
H -6.4139 -4.1547 1.4296
H -7.2060 -3.3062 -0.0185
H -1.2578 -4.5581 -1.7951
H -1.9992 -3.0037 -1.3462
H -2.9117 -4.2412 -2.3405
O 3.5471 4.9711 1.3393
S 2.7310 5.8039 2.2084
O 1.4014 6.2220 1.7152
O 2.5609 5.1138 3.7484
C 1.3941 4.2885 3.9767
C 1.0216 3.3846 2.8463
C 3.7015 7.2658 2.7689
H 0.5071 4.8853 4.1891
H 1.6532 3.7574 4.8926
H 1.7265 2.5686 2.6873
H 0.7134 3.9898 1.9937
H 0.1250 2.8269 3.1163
H 4.6882 6.9206 3.0776
H 3.1152 7.7438 3.5537
H 3.7897 7.9455 1.9215
O 2.0334 -4.1997 -4.4778
S 1.8909 -2.7417 -4.5854
O 2.9468 -1.8179 -4.1745
O 1.2563 -2.2973 -6.0421
C 0.3289 -3.0232 -6.6583
C 0.0125 -2.2265 -7.9579
C 0.4459 -2.3783 -3.5328
H -0.5383 -3.1958 -6.0210
H 0.6110 -4.0260 -6.9790
H -0.7795 -2.6733 -8.5589
H 0.8967 -2.0387 -8.5671
H -0.3060 -1.1928 -7.8234
H -0.3904 -3.0431 -3.7487
H 0.1633 -1.3283 -3.4578
H 0.6758 -2.5591 -2.4828
O -0.6653 1.9567 -7.8161
S -0.2413 2.8872 -6.7743
O -1.1073 3.2533 -5.6452
O 1.2933 2.4843 -6.0832
C 1.2395 1.2126 -5.3678
C 1.6151 1.4260 -3.8745
C 0.3374 4.4884 -7.5159
H 1.9488 0.5288 -5.8341
H 0.2022 0.8927 -5.4676
H 1.7641 0.4961 -3.3258
H 0.7433 1.8133 -3.3472
H 2.5219 2.0084 -3.7107
H 0.6932 5.0732 -6.6677
H -0.5297 4.8468 -8.0707
H 1.0606 4.2102 -8.2825
C 0.4073 -4.0840 3.0862
S 1.6426 -4.4801 4.3876
O 1.9252 -5.9864 4.4186
C 3.0966 -3.7181 3.5873
H 0.7790 -4.1625 2.0646
H 0.1023 -3.0456 3.2160
H -0.4761 -4.6832 3.3066
H 3.8700 -3.9124 4.3304
H 2.7698 -2.7252 3.2782
H 3.4190 -4.2865 2.7150
*
```

Output
HOMO (alpha / beta) (Eh): -0.3744 / -0.3744
Calculated total energy (Ha): -10075.032491
Maximum force (Eh/bohr): 0.1143
Frontier orbital gap (alpha / beta) (eV): 9.08 / 4.33

Atomic partial charges in e from the Mulliken method, atoms 1 to 2: number 1, As, carries 2.04; number 2, F, carries -0.50